No. 1
Molecular formula: C7H9F3NO
Method: DFT, ωB97M-V/def2-TZVPD

The geometry in ORCA input format:
```
! RIJCOSX wB97M-V def2-TZVPD def2/J DEFGRID3
* xyz 1 3
F 3.0160 -0.2210 -1.2730
F 3.3443 -1.5445 0.2433
F 4.8454 0.0173 -0.1534
O 2.1686 1.6237 0.6849
N 0.6971 -0.5370 0.5917
C -1.0701 0.4958 -0.5195
C 0.3670 0.4888 -0.0482
C 3.5613 -0.2960 -0.0620
C -0.2404 -1.6119 0.4551
C 2.9072 0.6294 0.9417
C -1.5999 -0.9023 0.0913
C 1.2301 1.6279 -0.3956
H -2.2920 -0.7282 0.9827
H -0.2105 -2.0941 1.3530
H 3.3974 0.5837 1.9475
H -1.6276 1.3099 -0.2153
H 0.6742 2.5679 -0.4058
H -1.0496 0.4756 -1.6680
H 0.2314 -2.2134 -0.1734
H 1.6129 1.5063 -1.5039
H -2.2200 -1.3288 -0.6109
*
```

**Energy relative to the best compared isomer or geometry (same formula, charge and spin)**: 6.8 kcal/mol
**E_HOMO (alpha / beta)**: -0.4212 / -0.5793 hartree
**LUMO (alpha / beta)**: -0.162 / -0.327 hartree



No. 2
Molecular formula: C7H9FN2
Method: DFT, ωB97M-V/def2-TZVPD

The geometry in ORCA input format:
```
! RIJCOSX wB97M-V def2-TZVPD def2/J DEFGRID3
* xyz 0 1
F 2.2157 -0.8859 -1.2656
N 0.6245 1.0633 0.3465
N 2.2243 2.5432 0.1064
C -1.4595 0.3604 -0.9248
C -0.4090 0.2329 -0.0963
C 1.2128 2.0013 -0.4286
C -0.7626 -1.2492 0.1973
C 2.4459 1.8218 1.2388
C -2.0754 -0.9632 -0.6485
C 1.4244 0.9804 1.4350
H 3.3138 2.0909 1.8911
H -2.9281 -0.7410 -0.0929
H -2.3995 -1.6695 -1.4182
H -1.5374 1.2493 -1.5478
H 2.9255 -0.1683 -1.0825
H -0.8779 -1.5207 1.1743
H 0.9441 2.3306 -1.5138
H 1.2335 0.2016 2.2420
H -0.1255 -1.8311 -0.3338
*
```

**Energy relative to the best compared isomer or geometry (same formula, charge and spin)**: 47.5 kcal/mol
**E_HOMO**: -0.3214 hartree
**LUMO**: 0.029 hartree



Q: What is the formula in the second record?
A: C7H9FN2



Q: Which value of energy relative to the best compared isomer or geometry (same formula, charge and spin) does entry 1 give?
A: 6.8 kcal/mol